C5H7OP as an isolated structure in a non-equilibrium geometry, computed with ωB97M-V/def2-TZVPD.

The value obtained for the HOMO-LUMO gap is 8.34 eV. The calculation puts the HOMO energy at -8.68 eV. The spin multiplicity is 1. The LUMO energy is -0.3 eV. As for the charge: 0. The value obtained for the largest force on an atom is 3.147 eV/A.

Geometry as XYZ:
```
14
C5H7OP ωB97M-V/def2-TZVPD
C 0.336 -1.222 -0.154
C 0.704 -0.041 0.740
C -1.237 1.707 1.412
C 0.078 -0.780 -1.653
C -0.258 0.590 -2.089
O 0.986 0.160 -2.152
P -0.244 1.486 0.157
H 1.101 -1.929 -0.116
H -0.553 -1.786 0.168
H 0.618 -0.525 1.727
H 1.712 0.311 0.671
H -1.185 1.196 2.329
H -1.961 2.421 1.356
H -0.097 -1.588 -2.395
```

Atom charges from the Löwdin analysis, given in e for atoms 1 to 5: atom 1 (C): -0.21, atom 2 (C): -0.38, atom 3 (C): -0.30, atom 4 (C): -0.35, atom 5 (C): -0.11

***

One molecule with the formula C5H7P in a non-equilibrium geometry, computed with ωB97M-V/def2-TZVPD.

The value obtained for the HOMO-LUMO gap (spin up / spin down) is 6.42 / 6.19 eV. The calculation puts the HOMO energy (spin up / spin down) at -7.66 / -7.51 eV. The spin multiplicity is 1. The LUMO energy (spin up / spin down) is -1.2 / -1.3 eV. As for the charge: 0. The value obtained for the largest force on an atom is 3.577 eV/A.

Geometry as XYZ:
```
13
C5H7P ωB97M-V/def2-TZVPD
C 1.022 -1.307 -0.134
C -0.244 -0.645 -0.215
C 2.273 -0.784 0.095
C -0.605 0.533 0.275
C -1.945 1.234 0.125
P 2.936 0.864 0.126
H 1.048 -2.332 -0.460
H -0.895 -1.515 -0.674
H 3.042 -1.647 0.049
H 0.094 1.105 0.794
H -1.677 2.122 -0.519
H -2.351 1.644 1.036
H -2.699 0.728 -0.498
```

Atom charges from the Löwdin analysis, given in e for atoms 1 to 5: atom 1 (C): -0.24, atom 2 (C): -0.16, atom 3 (C): -0.61, atom 4 (C): -0.16, atom 5 (C): -0.09

***

One molecule with the formula C5H7P in a non-equilibrium geometry, computed with ωB97M-V/def2-TZVPD.

The value obtained for the HOMO-LUMO gap (spin up / spin down) is 6.83 / 6.59 eV. The calculation puts the HOMO energy (spin up / spin down) at -7.71 / -8.12 eV. The spin multiplicity is 1. The LUMO energy (spin up / spin down) is -0.9 / -1.5 eV. As for the charge: 0. The value obtained for the largest force on an atom is 4.255 eV/A.

Geometry as XYZ:
```
13
C5H7P ωB97M-V/def2-TZVPD
C -0.006 0.803 -1.078
C -0.388 2.062 -1.449
C -0.985 0.583 1.230
C -0.119 0.144 0.195
C 0.500 -1.219 0.292
P -1.424 3.312 -0.725
H 0.641 0.173 -1.761
H 0.134 2.441 -2.345
H -1.143 0.067 2.254
H -1.527 1.485 1.212
H 1.418 -1.187 -0.378
H -0.190 -1.928 -0.178
H 0.798 -1.568 1.383
```

Atom charges from the Löwdin analysis, given in e for atoms 1 to 5: atom 1 (C): -0.20, atom 2 (C): -0.58, atom 3 (C): 0.05, atom 4 (C): -0.38, atom 5 (C): -0.10

***

A 2-piece molecular cluster, C5H7PS overall in a non-equilibrium geometry, computed with ωB97M-V/def2-TZVPD.

The value obtained for the HOMO-LUMO gap (spin up / spin down) is 3.52 / 3.52 eV. The calculation puts the HOMO energy (spin up / spin down) at -7.05 / -7.04 eV. The spin multiplicity is 1. The LUMO energy (spin up / spin down) is -3.5 / -3.5 eV. As for the charge: 0. The value obtained for the largest force on an atom is 3.427 eV/A.

Geometry as XYZ:
```
14
C5H7PS ωB97M-V/def2-TZVPD
C -0.267 -0.635 0.908
C 0.742 -1.574 0.765
C -0.839 -0.166 -0.319
C -0.217 -0.894 -1.295
C -1.958 0.749 -0.509
P 3.489 -0.153 0.661
S 0.969 -2.031 -0.914
H -0.472 -0.315 1.942
H 1.371 -2.103 1.394
H -2.850 0.024 -0.608
H -2.156 1.496 0.288
H -2.015 1.092 -1.494
H 4.298 -1.194 0.154
H 4.673 0.834 0.737
```

Atom charges from the Löwdin analysis, given in e for atoms 1 to 5: atom 1 (C): -0.16, atom 2 (C): -0.52, atom 3 (C): -0.43, atom 4 (C): -0.31, atom 5 (C): -0.07

***

Energy above the lowest of the compared OMol25 structures with the same formula, charge and spin per entry: 463.16; 260.11; 250.09; 694.40 kJ/mol